# 1
This record from the Open Molecules 2025 dataset describes 2 unconnected molecules or ions with the total composition C7H8BNO at a distorted geometry. The level of theory is ωB97M-V with the def2-TZVPD basis set.

The value obtained for the highest occupied orbital energy is -8.7327 eV. As for the charge: 0. The SMILES is [O-][N+]#Cc1ccccc1.B. As for the total energy: -11597.3081 eV. As for the orbital gap: 8.8 eV.

The geometry in XYZ format:
```
18
C7H8BNO (ωB97M-V with the def2-TZVPD basis set)
O -2.37486 -0.96546 -2.15691
N -1.36052 -0.77562 -1.64538
C -0.44074 -0.33002 -1.09396
C 0.78635 -0.38088 -0.43781
C 1.34750 -1.60647 -0.01214
C 2.56557 -1.61202 0.63647
C 3.33295 -0.47511 0.84671
C 2.75747 0.75665 0.36638
C 1.60736 0.77513 -0.31706
H 0.67301 -2.54440 0.12411
H 2.78556 -2.56337 0.99529
H 4.20538 -0.28930 1.41690
H 3.31988 1.63350 0.65082
H 1.12498 1.73479 -0.57060
B -3.00296 1.77093 -0.57197
H -3.99200 1.50350 0.04434
H -2.01136 1.61562 -0.08495
H -3.00176 1.86383 -1.74240
```

***

# 2
This record from the Open Molecules 2025 dataset describes a molecular structure, C5H7N at a distorted geometry. The level of theory is ωB97M-V with the def2-TZVPD basis set.

The value obtained for the highest occupied orbital energy is -6.7432 eV. As for the charge: 0. As for the total energy: -6785.0842 eV. As for the orbital gap: 7.8 eV.

The geometry in XYZ format:
```
13
C5H7N (ωB97M-V with the def2-TZVPD basis set)
C 2.00416 -0.10713 0.16039
C 0.63584 -0.10483 0.27651
C -0.19701 1.09879 -0.01918
C -1.60187 0.63245 -0.11776
C -1.57910 -0.71058 -0.08373
N -0.25718 -1.14797 0.09733
H 2.53629 -1.01259 -0.08845
H 0.64580 0.76241 -0.84231
H 2.55302 0.75094 0.54248
H 0.10033 2.11413 0.21845
H -2.48756 1.25237 -0.18445
H -2.38078 -1.43104 -0.20525
H 0.02806 -2.09694 0.24596
```

***

# 3
This record from the Open Molecules 2025 dataset describes a molecular structure, C4F18KN2O8PS4 at a distorted geometry. The level of theory is ωB97M-V with the def2-TZVPD basis set.

The value obtained for the highest occupied orbital energy is -4.9633 eV. As for the charge: -2. As for the total energy: -141385.3148 eV. As for the orbital gap: 9.2 eV.

The geometry in XYZ format:
```
38
C4F18KN2O8PS4 (ωB97M-V with the def2-TZVPD basis set)
K 0.38442 -0.24366 0.25232
P 1.29138 0.00193 3.77131
F 2.07112 -0.48049 2.37421
F 1.49042 1.58739 3.51212
F -0.11397 0.11337 2.94985
F 0.39661 0.38168 5.14942
F 1.02027 -1.59419 3.95213
F 2.67460 0.06455 4.48654
C 3.06974 2.89304 -0.26425
F 2.95745 4.05030 0.38665
F 4.20556 2.92549 -1.01465
F 3.17127 1.91763 0.60492
S 1.53955 2.70746 -1.43157
O 0.35776 2.79566 -0.60648
O 1.71288 3.66735 -2.53788
N 1.85351 1.12331 -1.95771
S 1.23924 1.10089 -3.33393
O -0.09818 1.69282 -3.40097
O 2.20973 1.51689 -4.35389
C 0.96160 -0.83875 -3.82122
F 0.56332 -1.58401 -2.81386
F 0.07548 -0.81388 -4.75276
F 2.10070 -1.38260 -4.22476
C -0.67651 -3.64940 0.82647
F -0.08212 -3.71966 -0.38903
F -0.79212 -4.89132 1.37622
F 0.10359 -2.97825 1.63685
S -2.47991 -2.83824 0.76277
O -3.12438 -3.62649 -0.30214
O -2.95171 -2.94365 2.12030
N -2.05397 -1.22037 0.27540
S -3.43780 -0.59550 0.26372
O -4.21437 -0.99820 -0.91634
O -4.19587 -0.45617 1.56813
C -2.89861 1.28375 0.01281
F -2.55510 1.42717 -1.21836
F -3.94532 2.07580 0.27063
F -1.83026 1.52836 0.78705
```

***

# 4
This record from the Open Molecules 2025 dataset describes 8 unconnected molecules or ions with the total composition C36H90N12O8P2 at a distorted geometry. The level of theory is ωB97M-V with the def2-TZVPD basis set.

The value obtained for the highest occupied orbital energy is -7.9398 eV. As for the charge: 0. The SMILES is CN(C)P(=O)(N(C)C)N(C)C.CN(C)P(=O)(N(C)C)N(C)C.CC1(C)CCCC(C)(C)N1O.CN(C)C=O.CN(C)C=O.CN(C)C=O.CN(C)C=O.CN(C)C=O. As for the total energy: -91624.5096 eV. As for the orbital gap: 8.0 eV.

The geometry in XYZ format:
```
148
C36H90N12O8P2 (ωB97M-V with the def2-TZVPD basis set)
C -6.66662 -3.45865 -7.49660
N -5.29149 -4.04967 -7.28030
C -4.58609 -3.60069 -6.00210
P -4.55908 -5.12936 -8.40347
O -5.37152 -5.42741 -9.61448
N -3.07058 -4.16841 -8.84388
C -1.98171 -3.75155 -7.89586
C -2.87293 -3.89588 -10.23988
N -4.15028 -6.49993 -7.47920
C -3.28577 -7.64441 -8.07511
C -4.98074 -6.89269 -6.31255
H -6.91889 -3.54875 -8.55316
H -6.91123 -2.50417 -7.03052
H -7.45445 -4.07330 -7.06112
H -4.44066 -2.52336 -6.08139
H -3.69256 -4.12675 -5.66600
H -5.15518 -3.69014 -5.07676
H -2.42036 -3.11868 -7.12438
H -1.41592 -4.56066 -7.43398
H -1.35054 -3.00294 -8.37471
H -1.82271 -3.69618 -10.45260
H -3.16033 -4.85812 -10.66370
H -3.37432 -2.95932 -10.48387
H -2.25390 -7.65262 -7.72401
H -3.76144 -8.60010 -7.85491
H -3.24299 -7.64038 -9.16427
H -5.73271 -6.15716 -6.02684
H -4.29619 -7.26141 -5.54866
H -5.46730 -7.82182 -6.60937
C 5.90429 -0.39463 -6.71418
N 7.15354 -1.01832 -7.14193
C 7.49109 -2.18753 -6.26523
P 8.34226 -0.21242 -8.12498
O 9.00710 0.87697 -7.33236
N 9.42940 -1.44106 -8.64647
C 10.79011 -0.85863 -8.99332
C 9.17248 -2.52892 -9.53332
N 7.52099 0.18592 -9.52170
C 8.02493 1.17041 -10.42894
C 6.70924 -0.82945 -10.21466
H 6.15743 0.65984 -6.60411
H 5.55912 -0.74023 -5.73974
H 5.06130 -0.58444 -7.37859
H 6.93757 -2.31631 -5.33510
H 8.55648 -2.29990 -6.06414
H 7.11099 -3.09545 -6.73354
H 10.95751 -0.23240 -8.11701
H 11.60669 -1.57502 -9.08317
H 10.62539 -0.25839 -9.88812
H 8.18915 -2.93821 -9.30171
H 9.13683 -2.17005 -10.56193
H 9.89594 -3.34420 -9.53777
H 7.27610 1.94285 -10.60417
H 8.76383 1.88221 -10.06088
H 8.44139 0.82750 -11.37607
H 6.24249 -1.58713 -9.58525
H 7.40307 -1.27402 -10.92814
H 5.93370 -0.34324 -10.80647
C -1.38902 -0.78351 11.71787
C -1.72058 -2.29692 11.39097
C -3.12704 -2.44736 10.75965
C -0.71127 -2.69696 10.19849
C -0.66694 -4.16214 9.90369
C -0.46656 -4.98856 11.05858
C -1.40417 -4.71257 12.25052
C -2.73060 -5.36646 11.73636
C -0.93341 -5.47671 13.53443
N -1.43669 -3.21133 12.45801
O -2.31549 -2.91909 13.56571
H -0.45400 -0.78232 12.27809
H -1.27584 -0.14033 10.84517
H -2.04712 -0.25897 12.41060
H -3.36023 -3.21464 10.02141
H -3.83730 -2.48503 11.58560
H -3.55160 -1.55599 10.29780
H -1.04999 -2.18517 9.29769
H 0.34168 -2.47472 10.37175
H -1.59802 -4.35643 9.37131
H 0.01115 -4.31708 9.06446
H 0.59101 -4.83769 11.27510
H -0.66713 -5.98479 10.66439
H -2.84849 -6.37867 12.12321
H -2.84836 -5.37528 10.65277
H -3.43735 -4.89196 12.41714
H -1.36871 -5.11148 14.46460
H 0.07201 -5.12363 13.76369
H -0.85915 -6.55673 13.40744
H -1.79273 -3.07245 14.35615
C -5.79741 7.69036 2.78937
N -5.71113 8.55949 3.99536
C -5.81455 8.04186 5.35458
C -5.79568 9.87123 3.77488
O -5.98980 10.70697 4.68739
H -6.30037 6.75686 3.04177
H -4.81066 7.48130 2.37620
H -6.44072 8.23263 2.09641
H -5.37284 8.80577 5.99446
H -6.86286 7.97368 5.64526
H -5.32244 7.12398 5.67618
H -5.69662 10.16278 2.71781
C 5.69668 7.68781 -4.32722
N 4.40784 7.80542 -3.68590
C 3.23138 7.81566 -4.54588
C 4.32586 8.02120 -2.39287
O 3.21013 8.25889 -1.95491
H 5.80935 8.60527 -4.90487
H 5.53056 6.85591 -5.01165
H 6.47615 7.43656 -3.60792
H 2.79710 6.81999 -4.45562
H 2.52736 8.59027 -4.24185
H 3.58778 8.07262 -5.54340
H 5.31994 8.02764 -1.91962
C 0.27266 5.92396 6.74208
N 1.61445 6.40085 6.72924
C 1.94636 7.67928 6.15899
C 2.57014 5.76494 7.41633
O 2.34216 4.65096 7.98928
H 0.16295 4.84168 6.81101
H -0.13101 6.19530 5.76662
H -0.34436 6.36259 7.52630
H 1.86731 7.58528 5.07593
H 1.47177 8.54335 6.62402
H 3.02164 7.83918 6.23835
H 3.56339 6.23963 7.39869
C -4.87779 -1.83894 3.51019
N -6.27808 -1.56439 3.20438
C -6.81429 -0.55982 4.05441
C -7.01573 -2.35648 2.31310
O -8.24223 -2.31465 2.35223
H -4.44900 -2.42922 2.70036
H -4.67294 -2.40116 4.42126
H -4.34764 -0.91906 3.75690
H -6.75817 0.43410 3.61048
H -7.87379 -0.81563 4.04307
H -6.53454 -0.62219 5.10606
H -6.45152 -3.17500 1.83993
C 0.44992 3.14265 0.42973
N 0.37910 1.64499 0.31091
C 0.78074 0.77330 1.43982
C 0.08592 1.15747 -0.91006
O -0.06144 -0.07239 -1.12157
H 1.53002 3.28829 0.41326
H -0.05956 3.41252 1.35477
H 0.07167 3.58372 -0.49248
H 0.43750 0.91915 2.46403
H 0.54018 -0.28607 1.35059
H 1.87020 0.75335 1.41161
H 0.09938 1.97845 -1.64356
```

***

# 5
This record from the Open Molecules 2025 dataset describes a molecular structure, C18H33IrN2O3S5 at a distorted geometry. The level of theory is ωB97M-V with the def2-TZVPD basis set.

The value obtained for the highest occupied orbital energy (alpha / beta) is -16.7747 / -17.4400 eV. As for the charge: +3. As for the total energy: -85310.0779 eV. As for the expectation value of S²: 8.79. As for the spin multiplicity: 6. As for the orbital gap (alpha / beta): 8.9 / 5.6 eV.

The geometry in XYZ format:
```
62
C18H33IrN2O3S5 (ωB97M-V with the def2-TZVPD basis set)
Ir -0.63363 -0.20384 -0.08828
C -0.30643 -3.35454 -2.01758
C 0.03327 -2.18744 -2.92928
S -0.98143 -0.67884 -2.74398
C -2.68893 -1.33924 -2.94298
C -3.70873 -0.74154 -1.99308
S -3.26113 -0.63394 -0.21608
C -3.36133 -2.33334 0.45862
C -2.46143 -3.39004 -0.15128
S -0.68433 -2.92164 -0.26128
H 0.55577 -4.02394 -1.97818
H -1.14043 -3.94114 -2.39818
H -0.04043 -2.50624 -3.97148
H 1.04457 -1.82084 -2.74778
H -2.64093 -2.41934 -2.86378
H -2.98343 -1.08784 -3.96378
H -4.64403 -1.29864 -2.06688
H -3.91463 0.29616 -2.25868
H -4.40253 -2.65444 0.37522
H -3.12893 -2.18114 1.51382
H -2.81073 -3.69114 -1.13668
H -2.49583 -4.27024 0.49642
C -1.26883 -1.54904 4.80342
O -0.44143 -0.47924 4.32552
C -0.42433 -0.19814 3.05552
O -1.07313 -0.77744 2.17902
N 0.41917 0.82616 2.77082
N 0.45387 1.37326 1.47542
H -1.13343 -1.55154 5.88232
H -0.94783 -2.49844 4.37372
H -2.31023 -1.35604 4.54792
H 0.86777 1.30956 3.54062
H 1.42297 1.49666 1.17892
H -0.01753 2.28206 1.45812
C 3.67377 1.84986 -0.69248
C 4.06287 0.38466 -0.66698
S 2.80147 -0.63714 0.20772
O 1.57197 -0.56394 -0.70758
C 3.43647 -2.33664 -0.13218
C 4.01807 -2.97734 1.11002
H 4.43087 2.40546 -1.24018
H 3.61607 2.27216 0.30622
H 2.72407 1.99116 -1.20368
H 4.98477 0.23726 -0.10248
H 4.18697 -0.00074 -1.67648
H 4.17077 -2.26744 -0.93238
H 2.55857 -2.88394 -0.48208
H 4.89237 -2.44674 1.47652
H 4.33357 -3.99334 0.88132
H 3.28437 -3.03214 1.90962
S -1.62963 2.19636 -1.07288
C -1.12903 3.76646 -0.57608
C -0.36293 4.51636 -1.49558
C -0.00913 5.81186 -1.19418
C -0.43303 6.39946 -0.00278
C -1.18403 5.65966 0.91422
C -1.52983 4.35376 0.64082
H -0.07763 4.06686 -2.43298
H 0.59447 6.37266 -1.89548
H -0.20133 7.43286 0.19862
H -1.50963 6.12366 1.83582
H -2.16693 3.80396 1.31942
```

***

# 6
This record from the Open Molecules 2025 dataset describes 2 unconnected molecules or ions with the total composition C3H6FN3O2 at a distorted geometry. The level of theory is ωB97M-V with the def2-TZVPD basis set.

The value obtained for the highest occupied orbital energy (alpha / beta) is -9.5564 / -9.3609 eV. As for the charge: 0. As for the total energy: -14485.4229 eV. As for the orbital gap (alpha / beta): 8.2 / 7.8 eV.

The geometry in XYZ format:
```
15
C3H6FN3O2 (ωB97M-V with the def2-TZVPD basis set)
C 0.77227 0.70900 0.41237
C -1.69430 0.37113 -0.95166
C -1.48987 -0.19824 0.50277
N 3.04673 -0.26878 -1.02039
N -0.12882 -0.18198 0.95775
N 2.09145 0.33244 0.73747
O 0.56875 1.74397 -0.14642
O 3.43727 -1.29862 -0.84498
F 2.29425 -0.99757 1.32604
H -1.85007 1.47962 -1.02632
H -0.80111 0.23118 -1.45702
H -2.58421 -0.17774 -1.35263
H -2.14812 0.48474 1.12862
H -1.78223 -1.16221 0.52518
H 0.26801 -1.06693 1.20922
```